Record 1
20
Properties=species:S:1:pos:R:3:nbo_charge:R:1 method="wB97M-V/def2-TZVPD" charge=+1 gap_ha=0.135 total_energy_ha=-252.9869 relative_energy_ev=11.738 fmax_ev_per_a=5.54
C 1.88545 -0.00556 -0.59169 -0.29
C 3.10430 0.30057 -1.36274 -0.29
C 4.78127 0.45966 -0.72694 -0.52
C 4.55976 0.40760 0.71497 0.22
C 4.74400 -0.87066 1.45682 -0.71
N 1.65351 0.93625 0.61435 -0.79
H 1.07409 -0.07106 -1.36301 0.27
H 1.87818 -1.00557 -0.14325 0.19
H 2.93680 1.19748 -1.98142 0.25
H 3.33292 -0.42539 -2.12821 0.24
H 5.07092 1.38663 -1.22978 0.26
H 5.16209 -0.24279 -1.53281 0.31
H 2.55244 1.08003 1.09656 0.36
H 4.90665 1.35357 1.07470 0.25
H 3.83558 -1.50651 1.42217 0.29
H 5.52046 -1.44366 0.94308 0.29
H 4.93699 -0.57580 2.47842 0.27
H -30.70029 -1.41585 0.67785 0.00
H -32.06959 0.06202 -0.26965 0.00
H 0.83445 0.37904 0.85060 0.41

=====

Record 2
21
Properties=species:S:1:pos:R:3:nbo_charge:R:1 method="wB97M-V/def2-TZVPD" multiplicity=2 charge=-1 gap_ha="0.095 / 0.323" total_energy_ha=-308.3417 relative_energy_ev=0.580 fmax_ev_per_a=2.42
C 1.35318 1.21535 -0.07163 -0.62
C -0.04638 0.54879 -0.11765 -0.13
C -0.76925 0.73549 -1.41965 -0.74
C -1.20785 2.09211 -1.85757 -0.69
N 0.06474 -0.85690 0.18702 -0.72
C 0.52864 -1.24813 1.48376 -0.16
N 0.10045 -2.56572 1.91421 -0.91
H 1.28119 2.28162 -0.30338 0.19
H 1.76109 1.08901 0.92715 0.19
H 1.99097 0.76329 -0.83167 0.20
H -0.64372 1.12062 0.63756 0.14
H -1.58550 -0.00750 -1.51605 0.16
H -0.11687 0.29208 -2.19691 0.18
H -1.70273 2.01298 -2.83317 0.20
H -1.81189 2.64832 -1.14104 0.20
H -0.34378 2.71950 -2.11498 0.18
H -0.70260 -1.33122 -0.27459 0.35
H 1.61684 -1.17425 1.54995 0.15
H 0.17573 -0.52152 2.24439 0.14
H 0.56590 -3.32324 1.42716 0.35
H -0.90294 -2.56663 1.81860 0.32

=====

Record 3
21
Properties=species:S:1:pos:R:3:nbo_charge:R:1 method="wB97M-V/def2-TZVPD" smiles=CC(C)NCCN gap_ha=0.354 total_energy_ha=-308.3037 relative_energy_ev=3.249 fmax_ev_per_a=4.97
C 2.58105 0.43070 0.41641 -0.64
C 1.29334 -0.46113 0.41710 -0.05
C 1.00106 -0.96523 1.81874 -0.63
N 0.08256 0.26909 -0.13788 -0.64
C -1.21805 -0.44280 -0.50953 -0.26
C -2.04559 0.80320 -0.59075 -0.22
N -2.53615 1.03060 -2.02984 -0.86
H 3.23751 -0.24198 0.94463 0.21
H 2.65755 1.20244 1.22252 0.22
H 3.13400 0.71468 -0.61397 0.22
H 1.42136 -1.33034 -0.30549 0.16
H 0.30185 -1.87115 1.90607 0.22
H 0.56739 -0.08284 2.31729 0.22
H 2.03980 -1.19576 2.34164 0.21
H 0.34381 0.73698 -1.01000 0.35
H -1.73780 -0.99161 0.30370 0.19
H -1.09217 -1.14059 -1.27174 0.18
H -2.92213 0.74859 0.17028 0.19
H -1.60220 1.78010 -0.61706 0.23
H -3.52044 0.58719 -2.04357 0.34
H -1.98675 0.41986 -2.72856 0.34

=====

Record 4
21
Properties=species:S:1:pos:R:3:nbo_charge:R:1 method="wB97M-V/def2-TZVPD" gap_ha=0.291 total_energy_ha=-308.1880 relative_energy_ev=6.396 fmax_ev_per_a=4.75
C 0.65359 0.13000 -0.34374 -0.23
N 0.40798 -0.12530 1.08079 -0.44
C -0.35961 0.89587 1.69354 -0.41
C 1.73520 -0.13885 1.65442 -0.41
C -0.66126 0.25293 -1.12829 -0.12
C -1.59396 -0.95377 -0.93017 -0.68
N -0.01812 0.47802 -2.45361 -0.58
H 1.10604 1.10617 -0.60115 0.19
H 1.19746 -0.75112 -0.85101 0.22
H -0.36840 0.74522 2.74659 0.20
H -1.32693 1.06273 1.21881 0.20
H 0.17602 1.78408 1.61821 0.16
H 1.63702 -0.11701 2.72669 0.19
H 2.15582 -1.08844 1.30361 0.20
H 2.44138 0.65892 1.34084 0.17
H -1.06247 1.29003 -0.94388 0.21
H -1.09217 -1.89673 -0.57390 0.25
H -2.05817 -1.25080 -1.89089 0.22
H -2.44633 -0.89490 -0.23779 0.24
H -0.57859 0.26416 -3.26939 0.34
H 0.05550 -1.45120 -2.15967 0.09